1.
Computed, not measured: an isolated ion of composition C5H12NO and charge +1, with ωB97M-V/def2-TZVPD.

```
19
Properties=species:S:1:pos:R:3
O 2.9495 0.3494 -0.4681
N 0.5610 1.5933 0.5324
C 2.0779 -0.4057 0.0137
C -0.4499 -0.5616 -0.0508
C 0.7610 0.0932 0.7042
C -1.7416 -0.3098 0.6444
C -0.5795 -0.6058 -1.5851
H -2.4576 -1.0327 0.1635
H 2.3548 -1.5287 0.2187
H -0.4515 0.5048 -2.0128
H 1.3030 2.0196 0.0291
H -1.4775 -1.2047 -1.9125
H 0.1293 -1.3506 -1.9506
H 0.5553 2.0392 1.4480
H -0.2953 1.8664 0.1957
H 0.6741 -0.1139 1.7650
H -0.0344 -1.5465 0.1112
H -1.6759 -0.4905 1.6829
H -2.2027 0.6846 0.4710
```

Structure (SMILES)   CC(C)[C@H]([NH3+])C=O
E_HOMO   -14.83 eV
Energy relative to the best compared isomer or geometry (same formula, charge and spin)   1.906 eV
Frontier orbital gap   0.40338 Ha
Total charge   +1

2.
Computed, not measured: a 2-piece molecular cluster, C5H12NO overall, with ωB97M-V/def2-TZVPD.

```
19
Properties=species:S:1:pos:R:3
O 2.4945 1.9538 -1.7703
N 0.2234 -0.6568 1.3857
C -1.3797 0.1172 -0.3597
C -1.8202 -1.8344 1.1506
C -0.4268 0.0705 -1.5582
C 1.0347 0.3199 1.2006
C -1.0754 -0.7829 0.7921
H -1.5427 1.1760 -0.1277
H 0.3240 0.8597 -1.6259
H -2.6237 -1.9983 0.4788
H 2.8303 2.1613 -2.6427
H -1.5770 -2.3494 2.0655
H 3.0282 2.4637 -1.1571
H 0.7702 1.0267 0.4209
H -2.3820 -0.1742 -0.6654
H 0.6079 -1.4775 1.8441
H -0.9657 -0.0077 -2.4975
H 1.9541 0.3910 1.7618
H 0.2138 -0.8212 -1.5288
```

E_HOMO   -14.42 eV
Energy relative to the best compared isomer or geometry (same formula, charge and spin)   1.564 eV
Frontier orbital gap   0.33583 Ha
Total charge   +1

3.
Computed, not measured: a 2-piece molecular cluster, C5H12NO overall, with ωB97M-V/def2-TZVPD.

```
19
Properties=species:S:1:pos:R:3
O 2.0187 0.2218 2.7564
N -0.7157 -0.6024 -1.4986
C 1.3185 0.7087 1.6388
C -1.2520 -1.7512 -1.5094
C 0.3006 -0.1495 -2.4443
C -0.1148 0.2629 1.6594
C -1.1178 0.9984 1.2150
H 1.9829 0.8690 3.4665
H 1.3813 1.7931 1.5462
H -0.9758 2.0102 0.8484
H 0.0878 -0.5526 -3.4354
H -0.2648 -0.7339 2.0585
H -1.9328 -2.0044 -0.7083
H 0.2826 0.9330 -2.5096
H -1.0327 -2.4432 -2.3154
H 1.2819 -0.4812 -2.1118
H -0.9122 -0.0138 -0.6745
H -2.1438 0.6546 1.2621
H 1.8082 0.2805 0.7560
```

E_HOMO   -13.80 eV
Energy relative to the best compared isomer or geometry (same formula, charge and spin)   1.838 eV
Frontier orbital gap   0.32144 Ha
Total charge   +1

4.
Computed, not measured: an isolated ion of composition C5H12NO and charge +1, with ωB97M-V/def2-TZVPD.

```
19
Properties=species:S:1:pos:R:3
O 1.3101 1.8723 1.7179
N -0.7309 0.3316 -1.0073
C 0.6590 1.7612 0.4872
C -0.2489 0.5371 0.4244
C 0.4829 -0.7729 0.7548
C -0.9502 -1.1471 -1.1843
C 0.1706 -1.7795 -0.3770
H -0.9692 -1.3297 -2.2605
H -0.2327 -2.6961 0.0586
H 1.5511 -0.5598 0.7055
H 1.4385 1.7068 -0.2895
H 1.0549 -2.0415 -0.9384
H -1.1473 0.6958 1.0265
H 0.2958 -1.1734 1.7426
H 0.0180 0.6451 -1.6267
H -1.9119 -1.3708 -0.7328
H -1.5682 0.8910 -1.1880
H 0.1005 2.6747 0.2478
H 0.6779 1.7553 2.4392
```

Structure (SMILES)   OC[C@@H]1CCC[NH2+]1
E_HOMO   -14.71 eV
Energy relative to the best compared isomer or geometry (same formula, charge and spin)   0.173 eV
Frontier orbital gap   0.41439 Ha
Total charge   +1

5.
Computed, not measured: an isolated ion of composition C5H12NO and charge +1, with ωB97M-V/def2-TZVPD.

```
19
Properties=species:S:1:pos:R:3
O -0.8035 -2.0805 -1.2783
N 0.2602 0.4038 1.1457
C -0.2655 0.9514 2.3920
C 0.5962 -1.8314 -0.8162
C -0.5979 0.9559 0.1955
C 0.0697 0.7882 -1.1815
C 0.9856 -0.3711 -1.2929
H 1.9736 -0.0761 -0.6702
H -0.8187 0.6482 -1.9118
H 0.0354 2.0157 2.6386
H -1.6672 0.6589 0.1451
H -1.3914 0.9556 2.6244
H 1.2743 -0.4986 -2.4266
H 0.0198 0.6520 3.3433
H 0.5575 1.7512 -1.3915
H -1.4273 -2.6962 -0.7925
H -0.7334 2.1677 0.2976
H 0.6806 -1.9016 0.2677
H 1.2520 -2.4934 -1.2883
```

E_HOMO   -14.18 eV
Energy relative to the best compared isomer or geometry (same formula, charge and spin)   6.736 eV
Frontier orbital gap   0.19741 Ha
Total charge   +1

6.
Computed, not measured: an isolated ion of composition C5H12NO and charge +1, with ωB97M-V/def2-TZVPD.

```
19
Properties=species:S:1:pos:R:3
O -0.3671 1.2805 1.2573
N 1.0149 0.4722 -0.8231
C -1.4248 -0.6988 0.1194
C 1.6456 0.9533 -1.8584
C -0.2754 -1.6130 -0.3004
C 0.9856 -0.8379 -0.0766
C -1.3529 0.2398 1.4565
H -0.4641 2.0959 1.8170
H 1.0765 1.7761 -2.2494
H -0.3857 -2.5158 0.2522
H -1.1243 -0.1773 2.4353
H -0.2913 -1.8249 -1.3680
H 2.3159 0.3593 -2.4143
H -1.7362 -0.1642 -0.7135
H -2.2537 -1.4358 0.2243
H 1.8049 -1.3885 -0.5125
H 0.7409 1.3567 -0.2063
H -2.3889 0.7173 1.4601
H 1.0697 -0.6086 0.9350
```

Structure (SMILES)   C=[NH+]CCCCO
E_HOMO   -14.66 eV
Energy relative to the best compared isomer or geometry (same formula, charge and spin)   2.386 eV
Frontier orbital gap   0.35087 Ha
Total charge   +1

7.
Computed, not measured: an isolated ion of composition C5H12NO and charge +1, with ωB97M-V/def2-TZVPD.

```
19
Properties=species:S:1:pos:R:3
O 1.9759 -1.2887 -0.3408
N -0.1310 -0.9948 1.2725
C -1.2041 1.0748 1.4634
C 1.5324 -1.0555 -1.4505
C -0.7913 0.0888 0.4535
C 0.7056 0.1566 -1.8739
C 0.0743 0.7604 -0.6111
H -1.8231 2.0038 1.2067
H -0.5066 1.4970 -1.1487
H 0.1625 -0.6055 2.2362
H 1.3460 0.9408 -2.2664
H 0.0148 -0.1757 -2.6475
H -0.1658 1.1775 1.9401
H 0.7623 1.4248 -0.2802
H -1.5369 -0.4259 -0.0899
H 1.5454 -1.9451 -2.1334
H -0.7627 -1.7438 1.3671
H -1.8884 0.5159 2.2102
H 0.6909 -1.4052 0.6928
```

Structure (SMILES)   C[C@H]([NH3+])CCC=O
E_HOMO   -14.34 eV
Energy relative to the best compared isomer or geometry (same formula, charge and spin)   1.535 eV
Frontier orbital gap   0.40334 Ha
Total charge   +1

8.
Computed, not measured: an isolated ion of composition C5H12NO and charge +1, with ωB97M-V/def2-TZVPD.

```
19
Properties=species:S:1:pos:R:3
O -1.9098 -0.0385 0.4863
N -0.8809 0.2474 -0.2942
C 1.4611 -1.8740 0.3219
C 0.3962 0.5518 0.3696
C 1.3854 -0.4821 -0.2953
C 0.8115 1.9751 0.0694
C -3.3991 -0.5164 -0.1283
H 0.8598 2.3242 -1.0195
H -1.1865 0.5600 -1.2219
H -3.9583 -0.8768 0.6685
H 1.2098 -0.4248 -1.3207
H 2.4640 -2.3449 0.3578
H 1.7880 2.2023 0.3285
H 0.9538 -1.7992 1.1917
H 0.2872 2.6733 0.5502
H 0.4463 0.4729 1.5164
H 2.2454 0.1511 -0.1783
H 0.8204 -2.5123 -0.2845
H -3.7942 -0.2892 -1.1179
```

<S²>   2.01
E_HOMO (alpha / beta)   -14.19 / -15.76 eV
Energy relative to the best compared isomer or geometry (same formula, charge and spin)   2.965 eV
Spin multiplicity   3
Frontier orbital gap (alpha / beta)   0.37688 / 0.33501 Ha
Total charge   +1

9.
Computed, not measured: a 2-piece molecular cluster, C5H12NO overall, with ωB97M-V/def2-TZVPD.

```
19
Properties=species:S:1:pos:R:3
O 0.2279 -1.8304 0.7217
N 1.1600 0.6244 -0.6981
C 0.3972 1.7900 -0.1250
C -1.7924 -2.4329 -0.3764
C -0.5559 2.3079 -0.8744
C -0.4402 -2.6217 -0.0829
C 0.7316 2.0678 1.3014
H -1.2218 3.0370 -0.4319
H 1.0985 0.6105 -1.7187
H -0.7797 1.9897 -1.8846
H -0.0247 2.7385 1.7017
H 2.1482 0.6926 -0.4291
H 1.7084 2.5485 1.3935
H 0.1505 -3.4576 -0.4523
H -2.4655 -1.9383 0.3218
H -0.4409 -1.3768 1.2784
H 0.7597 1.1722 1.9284
H -2.1934 -2.8850 -1.2784
H 0.8203 -0.2783 -0.3228
```

<S²>   0.75
E_HOMO (alpha / beta)   -18.13 / -18.12 eV
Energy relative to the best compared isomer or geometry (same formula, charge and spin)   1.327 eV
Spin multiplicity   2
Frontier orbital gap (alpha / beta)   0.32536 / 0.20401 Ha
Total charge   +2

10.
Computed, not measured: a 2-piece molecular cluster, C5H12NO2 overall, with ωB97M-V/def2-TZVPD.

```
20
Properties=species:S:1:pos:R:3
O 0.8487 0.2979 1.2261
O -0.1666 -2.1528 -2.4583
N 1.4297 -1.3302 -0.8185
C -0.4421 0.5897 1.3253
C 2.2416 -0.9489 -1.9726
C -2.3498 2.0821 1.9046
C -0.0571 -1.4675 -1.3582
C -0.9591 1.5530 2.0904
H 1.9853 -1.5662 -2.8370
H -2.3038 3.1140 1.5608
H -0.3795 -0.3910 -1.3964
H -0.5749 -1.8937 -0.4569
H -0.2760 2.0921 2.7407
H -2.9744 2.0252 2.7970
H 1.9862 0.0815 -2.2442
H -2.8679 1.5196 1.1267
H 3.2993 -0.9898 -1.7083
H 1.6081 -2.3199 -0.6551
H 1.0691 -0.3221 0.4492
H -1.1168 0.0268 0.6846
```

E_HOMO   -3.21 eV
Energy relative to the best compared isomer or geometry (same formula, charge and spin)   2.979 eV
Frontier orbital gap   0.25897 Ha
Total charge   -1

11.
Computed, not measured: an isolated ion of composition C5H12NO2 and charge -1, with ωB97M-V/def2-TZVPD.

```
20
Properties=species:S:1:pos:R:3
O 1.8583 0.3006 2.9734
O -0.3784 0.3440 -3.2847
N 0.0288 -0.5710 -1.3359
C -2.1363 -0.0122 0.0143
C 0.6932 -0.0784 -2.6171
C -0.5120 0.2594 -0.2542
C 1.5904 0.1922 1.4941
C 0.1389 -0.1871 1.2239
H -2.6766 0.7238 -0.8394
H -0.7283 -1.2073 -1.5669
H 2.3889 -0.4600 1.1222
H -2.1552 0.5436 1.0155
H -0.4153 1.2798 -0.4066
H -2.6094 -0.9527 -0.0569
H -0.7146 0.1077 2.0244
H 1.4089 0.7933 -2.4477
H 0.1706 -1.2363 1.1065
H 1.7974 1.2774 1.4791
H 1.1427 -1.0489 -3.1976
H 1.1079 -0.0679 3.5535
```

Structure (SMILES)   C[C@@H](CCO)NC[O-]
E_HOMO   -2.15 eV
Energy relative to the best compared isomer or geometry (same formula, charge and spin)   6.079 eV
Frontier orbital gap   0.20472 Ha
Total charge   -1

12.
Computed, not measured: a 2-piece molecular cluster, C5H12NO2 overall, with ωB97M-V/def2-TZVPD.

```
20
Properties=species:S:1:pos:R:3
O 3.4001 2.0337 -0.1983
O 2.3413 0.0044 0.7672
N 0.7303 -1.4600 0.4401
C -2.1634 1.0536 -2.2669
C 1.5602 -0.7573 1.4868
C -0.7764 -1.2505 0.5053
C -2.1118 0.1666 -1.2715
C -1.4902 0.1988 0.1561
H 2.0597 -1.4597 2.0908
H -2.6721 0.7098 -3.1027
H 0.9800 -1.1641 -0.4353
H -1.7743 2.0052 -2.1827
H -0.7462 1.0300 0.1792
H 2.7514 1.3805 0.1883
H -1.0618 -1.7200 1.5705
H 4.1776 1.8593 0.4702
H -2.2398 0.1914 1.0342
H -2.6855 -0.7817 -1.3920
H 0.9374 -0.1084 2.1632
H -1.2164 -1.9315 -0.2024
```

E_HOMO   -3.08 eV
Energy relative to the best compared isomer or geometry (same formula, charge and spin)   4.467 eV
Frontier orbital gap   0.24812 Ha
Total charge   -1